*w*
Density functional theory data (ωB97M-V with the def2-TZVPD basis set) for the ion C3H6N3 with charge +1.

Calculated values
Charge: +1
Gap between HOMO and LUMO (spin up / spin down), Ha: 0.303 / 0.303
LUMO energy (spin up / spin down), eV: -7.4 / -7.4
SMILES: C[N+]1=NN=CC1

The geometry in XYZ format:
```
12
C3H6N3 ωB97M-V with the def2-TZVPD basis set
C -1.368 -1.221 0.678
C -0.088 -0.572 0.777
C 1.196 1.076 -0.546
N -1.088 0.350 -1.016
N -2.014 -0.340 -0.588
N 0.026 0.282 -0.357
H -2.085 -1.992 0.689
H 0.064 -0.082 1.710
H 0.699 -1.272 0.550
H 1.803 1.273 0.429
H 1.909 0.455 -1.234
H 0.947 2.042 -1.093
```

---

*x*
Density functional theory data (ωB97M-V with the def2-TZVPD basis set) for a cluster of 2 separate species, C3H6N3 in total.

Calculated values
Charge: +1
Gap between HOMO and LUMO (spin up / spin down), Ha: 0.322 / 0.322
LUMO energy (spin up / spin down), eV: -5.1 / -5.1

The geometry in XYZ format:
```
12
C3H6N3 ωB97M-V with the def2-TZVPD basis set
C 2.251 -0.017 -0.528
C -1.472 -0.407 0.258
C 1.510 -0.831 0.270
N 1.801 0.515 0.578
N -0.530 -0.605 -0.737
N -0.815 0.723 -0.399
H 3.026 0.197 -1.322
H -2.530 -0.375 -0.043
H -1.275 -0.452 1.310
H 1.317 -1.813 0.816
H -1.549 1.231 -0.822
H -0.061 1.177 0.252
```

---

Stability ranking, top and bottom: *w* is the most stable and *x* is the least stable.

---

*w*
Density functional theory data (ωB97M-V with the def2-TZVPD basis set) for a cluster of 2 separate species, Br2H4OSi2 in total.

Calculated values
Gap between HOMO and LUMO, Ha: 0.283
LUMO energy, eV: -1.5

The geometry in XYZ format:
```
9
Br2H4OSi2 ωB97M-V with the def2-TZVPD basis set
O 0.691 -0.691 -0.513
Si 1.742 -0.124 0.516
Si -1.887 0.091 -0.820
Br -1.870 1.889 0.379
Br -2.953 -1.524 0.144
H 1.133 0.830 1.466
H 2.280 -1.257 1.282
H 2.806 0.591 -0.207
H -1.941 0.196 -2.247
```

---

*x*
Density functional theory data (ωB97M-V with the def2-TZVPD basis set) for a cluster of 2 separate species, Br2H4OSi2 in total.

Calculated values
Gap between HOMO and LUMO, Ha: 0.345
LUMO energy, eV: -0.6
SMILES: Br[SiH2]Br.O=[SiH2]

The geometry in XYZ format:
```
9
Br2H4OSi2 ωB97M-V with the def2-TZVPD basis set
O -1.020 0.061 0.648
Si -2.112 1.107 0.773
Si 1.675 -0.936 -0.712
Br 1.276 -2.752 0.460
Br 2.924 0.420 0.507
H -1.694 2.491 0.622
H -3.594 0.997 0.893
H 0.394 -0.149 -1.126
H 2.152 -1.239 -2.067
```

---

Stability ranking, top and bottom: *x* is the most stable and *w* is the least stable.

---

*w*
Density functional theory data (ωB97M-V with the def2-TZVPD basis set) for the ion C4H9N2O4 with charge +1.

Calculated values
Charge: +1
Gap between HOMO and LUMO, Ha: 0.386
LUMO energy, eV: -3.5

The geometry in XYZ format:
```
19
C4H9N2O4 ωB97M-V with the def2-TZVPD basis set
C -0.121 -1.386 0.114
C 0.973 1.040 -0.213
C 1.890 -0.133 0.279
C -2.077 0.014 -0.467
N -0.647 -0.241 -0.248
N 1.227 -1.384 0.406
O 0.604 1.889 0.685
O 2.914 -0.136 -0.698
O -2.808 -0.904 0.309
O -2.316 1.340 -0.100
H -0.697 -2.347 0.321
H 1.147 1.260 -1.328
H 2.337 0.226 1.275
H -2.200 -0.272 -1.545
H 1.765 -2.233 0.641
H 0.215 2.666 0.429
H 3.721 -0.481 -0.307
H -3.066 -0.612 1.224
H -2.863 1.695 -0.775
```

---

*x*
Density functional theory data (ωB97M-V with the def2-TZVPD basis set) for the ion C4H9N2O4 with charge +1.

Calculated values
Charge: +1
Gap between HOMO and LUMO, Ha: 0.381
LUMO energy, eV: -3.9
SMILES: N[C@@]([NH3+])(C=O)OC(=O)CO

The geometry in XYZ format:
```
19
C4H9N2O4 ωB97M-V with the def2-TZVPD basis set
C -0.966 1.244 1.291
C 0.890 -0.790 0.154
C 1.069 -2.268 0.361
C -0.742 0.973 -0.232
N -1.917 1.185 -0.923
N 0.347 1.843 -0.621
O -0.687 2.315 1.721
O 1.594 0.032 0.709
O 2.282 -2.735 0.796
O -0.244 -0.377 -0.479
H -1.641 0.407 1.754
H 0.830 -2.834 -0.458
H 0.242 -2.532 1.048
H -2.707 1.640 -0.440
H -2.266 0.734 -1.690
H 0.759 1.859 -1.586
H 1.116 1.499 0.046
H 0.176 2.938 -0.432
H 3.034 -2.163 1.081
```

---

Stability ranking, top and bottom: *x* is the most stable and *w* is the least stable.

---

*w*
Density functional theory data (ωB97M-V with the def2-TZVPD basis set) for the molecule C3H4OS2.

Calculated values
Gap between HOMO and LUMO, Ha: 0.334
LUMO energy, eV: 0.1
SMILES: S=CO/C=C/S

The geometry in XYZ format:
```
10
C3H4OS2 ωB97M-V with the def2-TZVPD basis set
C 0.285 0.338 -0.329
C -2.005 0.446 0.265
C 1.207 -0.114 0.525
O -0.840 1.027 0.091
S -2.626 -1.012 -0.312
S 2.682 -0.814 -0.058
H 0.187 0.225 -1.527
H -2.600 1.112 0.877
H 1.401 0.171 1.570
H 2.309 -1.377 -1.102
```

---

*x*
Density functional theory data (ωB97M-V with the def2-TZVPD basis set) for the molecule C3H4OS2.

Calculated values
Gap between HOMO and LUMO, Ha: 0.314
LUMO energy, eV: -0.3
SMILES: O=CSCC=S

The geometry in XYZ format:
```
10
C3H4OS2 ωB97M-V with the def2-TZVPD basis set
C -1.412 0.347 -0.291
C -0.523 -0.008 0.849
C 1.839 -0.193 -0.544
H -1.320 1.455 -0.505
H -0.528 -1.086 0.984
H -0.887 0.533 1.697
H 2.933 -0.269 -0.599
O 1.088 -0.822 -1.247
S -2.344 -0.651 -1.158
S 1.153 0.693 0.814
```

---

*y*
Density functional theory data (ωB97M-V with the def2-TZVPD basis set) for the molecule C3H4OS2.

Calculated values
Gap between HOMO and LUMO, Ha: 0.324
LUMO energy, eV: -0.2

The geometry in XYZ format:
```
10
C3H4OS2 ωB97M-V with the def2-TZVPD basis set
C 1.090 0.303 -0.136
C -0.143 0.723 -0.354
C -1.444 -0.109 -0.421
O 1.625 -1.421 1.858
S 2.627 1.000 0.309
S 2.008 -1.055 0.549
H -0.269 1.796 -0.626
H -2.097 0.091 -1.217
H -2.018 -0.095 0.481
H -1.379 -1.233 -0.443
```

---

*z*
Density functional theory data (ωB97M-V with the def2-TZVPD basis set) for the molecule C3H4OS2.

Calculated values
Gap between HOMO and LUMO, Ha: 0.363
LUMO energy, eV: 0.6
SMILES: C#CC(O)(S)S

The geometry in XYZ format:
```
10
C3H4OS2 ωB97M-V with the def2-TZVPD basis set
C -0.370 0.387 2.217
C -0.314 0.139 1.064
C -0.073 -0.122 -0.536
O -0.889 -0.974 -1.162
S 1.658 -0.691 -0.566
S -0.239 1.650 -1.309
H -0.441 0.466 3.319
H -0.642 -0.983 -2.028
H 1.302 -2.082 -0.754
H 0.008 2.210 -0.245
```

---

Stability ranking, top and bottom: *x* is the most stable and *z* is the least stable.

---

*w*
Density functional theory data (ωB97M-V with the def2-TZVPD basis set) for the molecule C10H21N3O4.

Calculated values
Gap between HOMO and LUMO, Ha: 0.348
LUMO energy, eV: 0.4
SMILES: C[C@@H](O)[C@H](N)C(=O)N[C@@H](CCCCN)C(=O)O

The geometry in XYZ format:
```
38
C10H21N3O4 ωB97M-V with the def2-TZVPD basis set
C -0.016 -1.905 -0.430
C -1.390 -2.041 -0.416
C 0.974 -2.372 -1.514
C 0.889 -1.381 -2.714
C -1.199 -0.417 1.511
C -1.878 -0.468 2.841
C -0.886 1.030 1.132
C -0.067 1.388 -0.114
C 0.272 2.916 0.012
C 1.141 3.453 -1.118
H -0.323 -2.867 1.325
H 0.644 -3.637 0.390
H 0.046 -0.795 -0.254
H 0.568 -3.437 -1.589
H 2.331 -2.664 -0.172
H 0.894 -0.303 -2.534
H 1.621 -1.916 -3.442
H -0.086 -1.533 -3.193
H -2.817 -1.458 0.656
H -0.261 -0.938 1.695
H -1.788 1.644 1.189
H -0.354 1.392 1.962
H 0.760 0.681 -0.061
H -0.477 1.303 -1.106
H 0.706 3.085 0.982
H -0.737 3.428 0.043
H 1.676 2.513 -1.598
H 0.522 3.856 -1.831
H 2.814 4.606 -1.377
H 2.282 4.431 0.284
H -2.485 -1.521 3.955
N 0.446 -2.721 0.703
N -1.927 -1.063 0.382
N 2.068 4.474 -0.685
O -2.123 -2.946 -0.882
O 2.286 -2.347 -1.029
O -2.106 0.290 3.832
O -2.015 -1.757 3.166
```

---

*x*
Density functional theory data (ωB97M-V with the def2-TZVPD basis set) for the molecule C10H21N3O4.

Calculated values
Gap between HOMO and LUMO, Ha: 0.330
LUMO energy, eV: 0.2
SMILES: C[C@@H](O)[C@H](NC(=O)[C@@H](N)CCCCN)C(=O)O

The geometry in XYZ format:
```
38
C10H21N3O4 ωB97M-V with the def2-TZVPD basis set
C 1.209 2.006 0.391
C -0.160 1.238 0.522
C 2.291 0.948 0.261
C 2.356 0.305 -1.063
C 3.666 -0.568 -1.056
C 3.430 -1.963 -0.209
C -2.145 0.435 -0.424
C -2.690 0.698 0.954
C -1.978 -1.184 -0.836
C -3.268 -2.035 -1.024
H 1.210 2.257 2.517
H 1.054 3.601 1.609
H 1.238 2.785 -0.424
H 2.218 0.348 1.162
H 3.266 1.300 0.578
H 1.374 -0.098 -1.058
H 2.316 1.074 -1.848
H 4.138 -0.754 -2.013
H 4.398 -0.087 -0.458
H 4.316 -2.351 0.226
H 2.785 -1.664 0.641
H 1.907 -2.737 -1.344
H 3.553 -3.507 -1.599
H -0.826 1.660 -1.457
H -2.935 0.871 -1.106
H -1.433 -1.619 0.080
H -0.682 -0.700 -2.214
H -2.977 -2.833 -1.737
H -3.851 -1.390 -1.746
H -3.959 -2.154 -0.182
H -1.809 -0.623 1.896
N 1.485 2.731 1.708
N 2.799 -3.062 -0.977
N -0.913 1.175 -0.566
O -0.336 0.432 1.460
O -2.786 1.761 1.531
O -1.065 -1.497 -1.739
O -2.709 -0.516 1.527
```

---

Stability ranking, top and bottom: *w* is the most stable and *x* is the least stable.

---

*w*
Density functional theory data (ωB97M-V with the def2-TZVPD basis set) for the molecule C4H7NO2S.

Calculated values
Gap between HOMO and LUMO, Ha: 0.352
LUMO energy, eV: 0.6
SMILES: CS/C=N\OC(C)=O

The geometry in XYZ format:
```
15
C4H7NO2S ωB97M-V with the def2-TZVPD basis set
C 3.545 -0.262 0.278
C 1.156 1.103 -0.134
C -2.146 0.026 -0.054
C -2.845 -1.274 -0.033
H 3.986 -1.353 0.319
H 3.972 0.376 -0.611
H 3.909 0.331 1.124
H 1.719 1.940 -0.140
H -2.618 -1.861 -0.916
H -3.992 -0.953 0.457
H -2.262 -1.776 0.843
N -0.212 1.174 -0.097
O -0.739 -0.126 -0.011
O -2.834 0.923 0.194
S 1.693 -0.553 -0.138
```

---

*x*
Density functional theory data (ωB97M-V with the def2-TZVPD basis set) for a cluster of 2 separate species, C4H7NO2S in total.

Calculated values
Gap between HOMO and LUMO, Ha: 0.278
LUMO energy, eV: 0.5

The geometry in XYZ format:
```
15
C4H7NO2S ωB97M-V with the def2-TZVPD basis set
C 1.071 0.101 0.026
C 0.284 -0.836 -2.122
C -1.217 0.272 0.787
C 0.180 -0.340 1.089
N 1.172 -0.421 -2.985
O 1.907 0.890 -0.209
O 0.835 -0.109 2.365
S -1.151 -1.488 -2.228
H -1.254 1.316 0.621
H -2.010 0.212 1.526
H -1.633 -0.234 -0.078
H 0.075 -1.363 1.006
H 1.797 0.350 -2.599
H 1.186 -0.807 -3.920
H 0.180 0.520 2.923
```

---

*y*
Density functional theory data (ωB97M-V with the def2-TZVPD basis set) for a structure of composition C4H7NO2S.

Calculated values
Gap between HOMO and LUMO, Ha: 0.263
LUMO energy, eV: -1.4

The geometry in XYZ format:
```
15
C4H7NO2S ωB97M-V with the def2-TZVPD basis set
C 1.661 0.711 0.786
C 1.065 0.165 -0.678
C -0.336 -0.289 -0.621
C -2.674 -0.125 -0.156
H 1.105 1.584 1.442
H 1.880 -0.203 1.639
H 2.766 1.352 0.271
H 1.522 0.789 -1.515
H 2.102 -1.372 0.672
H -3.226 0.200 0.883
H -3.357 -0.204 -1.000
N -0.828 -1.354 -0.191
O 1.743 -1.063 -1.125
O -1.996 -1.368 0.223
S -1.426 1.179 -0.631
```

---

*z*
Density functional theory data (ωB97M-V with the def2-TZVPD basis set) for a structure of composition C4H7NO2S.

Calculated values
Gap between HOMO and LUMO, Ha: 0.326
LUMO energy, eV: -0.3

The geometry in XYZ format:
```
15
C4H7NO2S ωB97M-V with the def2-TZVPD basis set
C 2.011 -0.955 0.674
C 0.734 1.063 -0.143
C -1.781 0.635 -0.650
C -1.667 -0.765 0.047
H 2.708 -0.385 1.468
H 2.758 -1.435 -0.031
H 1.415 -1.801 1.121
H -0.772 2.337 -1.045
H -0.167 -0.997 -0.107
H -2.040 -0.675 1.420
H -2.603 -1.305 -0.727
N -0.659 1.328 -0.687
O 0.773 -0.159 0.360
O -2.733 1.041 -1.235
S 2.023 2.074 -0.465
```

---

Stability ranking, top and bottom: *x* is the most stable and *y* is the least stable.